65
Properties=species:S:1:pos:R:3:forces:R:3 method="wB97M-V/def2-TZVPD" e_tot_ev=-83031.08677 lumo_energy_ev="-15.23 / -15.83" max_force_ha_per_bohr=0.0681 total_charge=+4 gap_ev="4.9 / 4.3" spin_multiplicity=4 homo_energy_ha="-0.73870 / -0.73836"
Mn -0.16518 -0.46319 0.48012 0.9 -0.9 3.3
P 0.42471 -2.60614 -0.29836 1.1 -1.7 -1.0
P 2.08863 -0.13318 1.27850 2.1 -0.3 1.0
P -2.46630 -0.07693 0.55813 -2.0 0.6 0.4
H 2.78050 3.48019 -0.65768 -0.4 0.4 -0.1
C 1.80527 3.91383 -0.92374 -0.5 -0.4 0.3
C 0.94233 4.38899 -0.01000 0.3 -0.5 -0.3
H 1.16204 4.39538 1.06478 0.0 0.1 -0.5
C 1.68598 -2.56562 -1.61811 0.2 0.6 -0.2
C 1.04229 -3.91604 0.80160 -0.2 0.4 0.8
C -1.04273 -3.28425 -1.14664 -0.6 0.6 0.6
C 2.27015 1.53847 1.99516 -0.8 0.3 -0.1
C 2.53507 -1.22245 2.69256 -0.6 -0.1 -0.1
C 3.57524 -0.25939 0.22337 -0.5 -0.2 -0.6
C -2.86678 1.53028 1.31978 0.5 0.2 0.1
C -3.34414 -1.27821 1.62161 0.5 -0.3 0.1
C -3.39544 -0.04950 -0.99449 0.2 -0.2 -0.3
H 1.55156 3.90886 -1.98968 0.2 0.2 0.4
H -0.02159 4.80952 -0.30277 0.3 0.0 0.0
H 1.24562 -3.00324 -2.52530 0.2 0.1 0.2
H 2.55967 -3.16008 -1.31578 -0.3 0.2 -0.1
H 2.00451 -1.53480 -1.83671 0.0 -0.5 0.0
H 0.72499 -4.90005 0.42522 0.0 0.3 0.0
H 0.63528 -3.76914 1.81181 0.1 -0.3 -0.2
H 2.13957 -3.89435 0.85568 -0.3 0.1 -0.1
H -0.78668 -4.25085 -1.60686 0.1 0.2 0.2
H -1.39302 -2.58859 -1.92214 0.1 -0.2 0.1
H -1.84342 -3.42750 -0.40381 0.1 -0.1 -0.4
H 3.30869 1.65689 2.33733 -0.2 -0.2 -0.1
H 1.59690 1.64305 2.85715 0.2 0.0 -0.2
H 2.02993 2.32555 1.26395 0.1 -0.3 0.2
H 3.52951 -0.93438 3.05779 -0.2 0.0 -0.2
H 2.54862 -2.28177 2.40171 0.1 0.4 0.1
H 1.80522 -1.09732 3.50208 0.3 -0.1 -0.2
H 4.44210 0.10551 0.79327 -0.3 -0.1 -0.1
H 3.44540 0.35921 -0.67506 0.2 -0.1 0.2
H 3.75625 -1.29695 -0.08715 0.0 0.3 0.1
H -3.95454 1.67335 1.30439 0.2 -0.1 0.0
H -2.38535 2.34409 0.75999 -0.2 -0.1 0.2
H -2.51227 1.56152 2.35935 -0.2 0.1 -0.4
H -4.41454 -1.03049 1.65811 0.3 0.0 -0.2
H -2.93077 -1.23257 2.64015 -0.3 -0.1 -0.4
H -3.21964 -2.29844 1.23274 -0.2 0.2 0.2
H -4.45115 0.14797 -0.75796 0.3 -0.1 -0.1
H -3.30747 -1.01913 -1.50662 -0.2 0.3 0.1
H -3.01729 0.74285 -1.65680 -0.3 -0.3 0.2
C -0.17885 0.72327 -2.70944 -0.2 -0.3 1.1
C 0.38929 0.24282 -3.88506 0.5 -0.1 -1.7
C 0.17490 0.93930 -5.08038 1.1 -2.0 0.8
C -0.60256 2.10833 -5.07549 0.0 0.5 -0.7
C -1.19281 2.56683 -3.89153 -0.6 -0.1 2.5
C -0.98241 1.87305 -2.69335 -0.5 1.5 -1.0
O 0.03959 0.01446 -1.54120 -0.7 1.1 -0.1
H -0.60842 0.42429 -0.76729 -0.2 0.7 -2.7
H 0.99459 -0.65904 -3.82716 -0.1 0.2 -0.3
H 0.62128 0.56605 -6.01696 -0.3 0.3 0.5
H -0.71599 2.68264 -5.99117 -0.1 -0.1 0.0
H -1.82372 3.46039 -3.88989 0.3 -0.3 -0.1
H -1.38539 2.20426 -1.73463 0.0 0.2 -0.4
C -0.87228 0.05419 5.14523 -0.3 0.2 0.7
C -0.74649 -0.13413 3.72910 0.9 -0.6 -2.1
N -0.52034 -0.33168 2.60023 -0.3 0.3 0.8
H -0.04631 -0.45413 5.66125 -0.1 0.1 -0.1
H -1.82051 -0.35804 5.51908 0.2 0.1 -0.1
H -0.84125 1.12618 5.38798 0.0 -0.2 -0.1

69
Properties=species:S:1:pos:R:3:forces:R:3 method="wB97M-V/def2-TZVPD" e_tot_ev=-39143.06071 lumo_energy_ev=-5.00 max_force_ha_per_bohr=0.0389 total_charge=+1 gap_ev=5.8 homo_energy_ha=-0.39522
C -6.60586 -3.48782 1.90083 0.8 0.4 0.4
C -6.05283 -4.70888 2.59246 -0.1 0.0 0.0
O -6.31998 -5.79303 2.22819 -0.1 -1.1 -0.1
N -5.18665 -4.52183 3.80393 -0.2 1.8 -0.8
C -6.06484 -3.96862 4.86926 0.2 -0.3 -0.1
C -4.11547 -3.70185 3.46162 -0.3 -0.9 0.6
C -3.58609 -2.72264 4.33686 0.3 0.0 -0.2
C -2.52056 -1.98129 3.91767 -0.3 -0.1 0.2
C -1.99099 -2.23437 2.65318 0.0 0.3 0.5
N -2.54490 -3.19098 1.93814 0.3 0.3 -0.1
N -3.57695 -3.93687 2.27194 0.1 0.2 -0.1
H -7.67741 -3.57848 1.79759 -0.2 0.0 -0.1
H -6.33815 -2.56396 2.40691 -0.2 0.1 0.1
H -6.12941 -3.44842 0.92693 -0.2 -0.1 -0.3
H -6.98434 -4.54016 4.85893 -0.1 -0.2 0.1
H -5.60375 -4.08172 5.84123 0.1 -0.1 0.2
H -6.31987 -2.92285 4.69781 0.0 0.1 0.0
H -4.00373 -2.56380 5.31393 -0.2 0.0 0.1
H -2.10957 -1.20956 4.54591 0.2 0.1 0.0
H -1.15518 -1.66085 2.28301 0.1 -0.1 -0.4
H -2.14451 -3.39432 1.02781 -0.2 -0.2 -0.1
C 1.53164 0.83273 2.01735 0.0 0.0 0.0
O 0.12228 0.95546 1.85357 0.0 -0.1 0.1
C -0.30472 2.31195 1.75928 -0.3 -0.2 0.0
C -0.58747 2.71545 0.32961 0.2 0.2 -0.1
O 0.59449 2.73550 -0.44737 0.0 -0.2 0.1
C 0.74146 1.60905 -1.29527 -0.1 0.1 -0.1
H 1.79600 -0.21627 1.88733 0.0 0.0 0.0
H 2.07555 1.42180 1.27930 0.0 0.0 0.0
H 1.82783 1.14682 3.02312 0.0 0.0 0.0
H 0.44199 2.97813 2.19765 0.0 0.0 0.0
H -1.22642 2.40495 2.34340 0.0 0.0 0.0
H -0.99495 3.73121 0.32837 0.0 0.0 0.0
H -1.33629 2.05227 -0.11651 0.0 0.0 0.0
H 0.03392 1.66358 -2.12950 0.0 0.0 0.0
H 0.59830 0.67195 -0.74863 0.0 0.0 0.0
H 1.75243 1.62803 -1.69665 0.0 0.1 0.0
C 7.41813 -0.72404 0.55627 0.1 0.0 0.0
O 7.73971 0.61807 0.86994 -0.1 -0.1 0.0
C 6.87062 1.56390 0.26775 0.3 0.1 0.1
C 5.86380 2.10316 1.25742 -0.3 0.0 -0.2
O 4.94797 1.09818 1.67890 0.1 0.0 0.1
C 5.24867 0.58202 2.96324 -0.1 0.0 0.0
H 8.01501 -1.36499 1.20268 0.0 0.0 0.0
H 6.35933 -0.93581 0.72796 0.0 0.0 0.0
H 7.66869 -0.94773 -0.48604 -0.1 0.0 0.0
H 6.35875 1.12559 -0.59413 0.0 0.0 0.0
H 7.48828 2.39278 -0.09070 0.0 0.0 0.0
H 5.27887 2.89085 0.77234 0.0 0.0 0.0
H 6.37421 2.54399 2.11791 0.0 0.0 0.0
H 5.01686 1.31913 3.74007 0.1 0.0 0.0
H 6.29765 0.28959 3.04485 0.0 0.0 0.0
H 4.62639 -0.29893 3.11980 0.0 0.0 0.0
C 0.11241 2.21338 -7.97436 0.0 0.0 0.0
O -0.87415 1.27953 -7.56872 0.1 0.1 0.1
C -0.46626 0.46063 -6.48777 -0.2 -0.1 -0.2
C -1.07921 0.91809 -5.18309 0.2 0.0 0.2
O -0.58243 2.18604 -4.78267 -0.1 0.0 -0.1
C -1.48837 3.24520 -5.04471 0.1 0.0 0.0
H -0.35720 2.90524 -8.67073 0.0 0.0 0.0
H 0.50605 2.77803 -7.12583 0.0 0.0 0.0
H 0.93579 1.70539 -8.48676 0.0 0.0 0.0
H 0.62451 0.43892 -6.40638 0.0 0.0 0.0
H -0.81077 -0.55670 -6.70083 0.0 0.0 0.0
H -0.80968 0.20165 -4.39805 0.0 0.0 0.0
H -2.17026 0.93739 -5.26222 0.0 0.0 -0.1
H -2.33760 3.20599 -4.35345 0.0 0.0 0.0
H -1.85635 3.21435 -6.07231 0.0 0.0 0.0
H -0.95446 4.18080 -4.88957 0.0 0.0 0.0

74
Properties=species:S:1:pos:R:3:forces:R:3 method="wB97M-V/def2-TZVPD" e_tot_ev=-70943.38964 lumo_energy_ev=-0.82 de_lowest_kj_mol=7.8 max_force_ha_per_bohr=0.0113 total_charge=0 gap_ev=5.9 homo_energy_ha=-0.24851
Sr 0.83731 2.19899 0.31217 0.2 -0.3 -0.5
N 0.05875 4.88928 -1.24966 0.0 -0.1 0.0
C -0.49588 4.99257 0.10574 0.2 -0.1 0.1
C 0.67128 5.06451 1.10443 0.0 0.0 0.0
C 0.49697 4.25812 2.40670 0.2 0.0 0.0
N 1.68037 3.38377 2.57764 -0.1 0.2 0.0
H 0.61184 5.70263 -1.49340 0.0 0.0 0.0
H -0.67801 4.81207 -1.94070 0.0 0.0 0.0
H -1.07841 4.07599 0.24224 -0.1 0.2 0.3
H -1.16959 5.83424 0.28810 -0.1 0.0 -0.2
H 0.93191 6.10188 1.31697 -0.1 0.0 0.0
H 1.55715 4.67011 0.58654 0.0 0.1 0.1
H -0.36258 3.58914 2.34069 -0.1 0.1 0.0
H 0.31278 4.91248 3.26039 0.1 0.0 0.0
H 1.52016 2.71143 3.32046 0.0 0.0 0.0
H 2.49534 3.93858 2.81084 0.0 -0.1 0.1
C -1.00538 -2.37144 0.68375 0.0 0.0 0.0
Si -0.72900 -1.78096 -1.09427 0.0 0.0 0.0
C -2.26803 -0.82189 -1.61818 0.0 0.0 0.0
C -0.65353 -3.30747 -2.20004 0.0 0.0 0.0
Si 1.19496 -0.46248 -1.18239 0.1 0.1 0.0
Si 1.80256 -0.41472 -3.43067 0.0 0.0 0.0
C 3.12243 0.90798 -3.73046 0.0 0.0 0.0
C 0.31847 0.05696 -4.49913 0.0 0.0 0.0
C 2.49906 -2.02763 -4.11589 0.0 0.0 0.0
Si 2.82595 -1.77189 -0.14954 0.0 0.0 0.0
C 2.69774 -1.64248 1.73262 0.0 0.0 0.0
C 4.54949 -1.15366 -0.61856 0.0 0.0 0.0
C 2.76658 -3.61239 -0.55906 0.0 0.0 0.0
H -2.04539 -2.67299 0.84542 0.0 0.0 0.0
H -0.75662 -1.59123 1.40649 0.0 -0.1 0.0
H -0.37140 -3.23361 0.90562 0.0 0.0 0.0
H -3.17162 -1.41209 -1.43441 0.0 0.0 0.0
H -2.23715 -0.58539 -2.68480 0.0 0.0 0.0
H -2.35104 0.12183 -1.07738 0.0 0.0 0.1
H -1.51588 -3.96055 -2.03792 0.0 0.0 0.0
H 0.25344 -3.88598 -2.01372 0.0 0.0 0.0
H -0.65145 -3.01535 -3.25342 0.0 0.0 0.0
H 2.76685 1.89255 -3.41368 0.0 0.0 0.0
H 3.37651 0.97265 -4.79249 0.0 0.0 0.0
H 4.03972 0.69144 -3.17753 0.0 0.0 0.0
H -0.12966 0.99443 -4.16039 0.0 0.0 0.0
H -0.45717 -0.71147 -4.46027 0.0 0.0 0.0
H 0.61438 0.17968 -5.54479 0.0 0.0 0.0
H 3.41499 -2.30971 -3.59036 0.0 0.0 0.0
H 2.74290 -1.92722 -5.17754 0.0 0.0 0.0
H 1.78695 -2.84766 -4.00495 0.0 0.0 0.0
H 2.73871 -0.60242 2.06895 0.0 0.0 0.0
H 3.51706 -2.18369 2.21464 0.0 0.0 0.0
H 1.75798 -2.06312 2.09649 0.0 0.0 0.0
H 4.66537 -0.08678 -0.41097 0.0 0.0 0.0
H 4.74618 -1.30509 -1.68300 0.0 0.0 0.0
H 5.31854 -1.69228 -0.05762 0.0 0.0 0.0
H 1.82934 -4.05404 -0.21157 0.0 0.0 0.0
H 3.58707 -4.14746 -0.07215 0.0 0.0 0.0
H 2.83446 -3.78932 -1.63428 0.0 0.0 0.0
O -0.15316 1.13782 2.31139 -0.1 -0.2 0.3
C -1.29350 1.17118 1.78060 0.1 0.2 -0.2
O -1.53634 1.88819 0.76670 -0.3 0.0 0.1
C -2.39271 0.31374 2.33005 0.0 0.0 0.0
C -3.62221 0.27907 1.68792 0.0 0.0 0.0
C -4.59787 -0.56931 2.17416 0.0 0.0 0.0
C -4.40238 -1.38028 3.27440 0.0 0.0 0.0
C -3.16965 -1.30463 3.89277 0.0 0.0 0.0
C -2.15750 -0.48020 3.44283 0.0 0.0 0.0
N -2.92704 -2.14893 5.08011 0.0 0.0 0.0
O -3.81360 -2.90259 5.41943 0.0 0.0 0.0
O -1.85624 -2.03250 5.63623 0.0 0.0 0.0
N -5.90652 -0.61677 1.48880 -0.1 0.1 0.1
O -6.72895 -1.40183 1.91067 0.0 0.0 0.0
O -6.07976 0.14958 0.56571 0.0 0.0 0.0
H -3.80483 0.89238 0.81888 0.0 0.0 0.0
H -5.17611 -2.04022 3.63435 0.0 0.0 0.0
H -1.19539 -0.46358 3.93328 0.0 0.0 0.0

63
Properties=species:S:1:pos:R:3:forces:R:3 method="wB97M-V/def2-TZVPD" e_tot_ev=-82012.09501 lumo_energy_ev="0.07 / -0.47" de_lowest_kj_mol=405.8 max_force_ha_per_bohr=0.1098 total_charge=0 gap_ev="5.9 / 5.1" spin_multiplicity=3 homo_energy_ha="-0.21588 / -0.20642"
P 0.59731 -2.03472 -2.19355 -3.2 0.7 -4.6
P 0.67842 1.57496 -1.44491 -1.5 1.4 -4.4
C 0.55889 -0.55735 -3.10500 0.5 -1.7 -0.3
C 1.45223 0.56306 -2.78385 0.2 0.1 0.3
H -1.60595 -0.35934 -2.60829 -0.2 0.3 -0.1
H 0.18318 -0.62690 -4.13571 0.1 -0.2 0.6
H 2.48525 0.28202 -2.50781 -0.1 0.2 0.2
H 1.52297 1.23411 -3.65656 0.1 -0.2 0.4
C 0.32711 3.05540 -2.46555 0.4 0.5 0.3
H 0.06310 3.87505 -1.78962 -0.1 0.1 -0.2
H -0.50675 2.86914 -3.15474 0.2 -0.1 0.2
H 1.22019 3.32443 -3.04105 -0.2 0.1 0.1
C 1.95638 2.12337 -0.34010 -0.1 0.2 1.1
H 2.44597 2.98622 -0.80069 -0.2 -0.1 -0.2
H 2.70427 1.32728 -0.21007 -0.4 0.0 0.3
H 1.51077 2.42301 0.61595 0.4 -0.2 0.3
C -0.22706 -3.19547 -3.37551 0.5 -0.1 -0.2
H -0.36253 -4.18997 -2.92626 0.0 0.2 -0.1
H 0.42363 -3.28210 -4.25576 -0.2 -0.1 0.2
H -1.20759 -2.81453 -3.69260 0.4 0.0 0.2
C 2.22794 -2.75610 -2.07130 0.6 -0.3 1.2
H 2.97676 -1.96119 -1.97821 -0.1 -0.2 0.2
H 2.41424 -3.30396 -3.00466 -0.3 0.3 0.2
H 2.29922 -3.45415 -1.23247 0.3 0.1 0.0
Ni 2.59222 0.32071 2.12479 -0.2 -0.9 0.7
C -1.23541 1.19150 -1.22069 2.2 -0.3 3.5
C -2.12732 0.50986 -2.20260 -0.6 -0.7 -0.8
C -3.43883 -0.01620 -1.53432 0.5 0.6 0.5
C -3.23856 -1.35493 -0.71772 -1.5 0.3 0.2
C -2.13567 -2.18829 -1.21080 -0.6 -1.4 -1.2
C -0.74799 -2.13459 -0.90008 3.6 0.9 3.2
C -0.27804 -0.96118 0.11804 -0.4 -0.9 -0.1
C -1.02644 0.38434 0.11926 -1.0 0.5 0.4
C 2.84347 -1.45995 2.96378 0.4 0.0 -0.6
H -1.68857 2.18233 -0.96518 0.7 -0.6 0.0
H -2.37043 1.16799 -3.05482 0.1 -0.2 0.3
H -4.14107 -0.23803 -2.34760 0.1 0.2 0.2
H -3.88284 0.76763 -0.87069 0.1 -0.6 -0.5
H -3.27858 -1.21024 0.39993 0.4 0.0 -1.1
H -4.14983 -1.94111 -0.93423 0.3 0.2 0.2
H -2.41307 -3.06679 -1.80956 -0.1 0.4 0.3
H -0.42487 -3.11238 -0.43042 -0.4 0.6 0.0
H 0.82196 -0.79108 0.02346 -0.4 0.0 0.0
H -0.36194 -1.36922 1.13981 0.0 0.3 -0.3
H -2.01514 0.27472 0.57353 0.3 -0.1 0.1
H -0.47023 1.01569 0.84172 -0.1 -0.2 -0.2
H 3.11172 -1.23067 4.01048 0.2 -0.2 -0.3
H 3.63118 -2.09976 2.48337 -0.7 0.2 0.6
H 1.85419 -1.97018 3.00694 0.6 0.1 -0.3
C -0.65310 2.57503 3.60181 -0.2 0.6 0.2
C 0.30932 1.39273 3.66300 0.4 0.2 -0.3
C 1.19814 1.58719 4.88603 0.0 0.0 0.5
C -0.58045 0.16532 3.83073 -0.2 -0.4 0.2
O 1.09455 1.34944 2.51047 -0.8 0.6 -0.7
H -1.22951 2.58727 4.53439 -0.1 0.2 -0.1
H -1.36667 2.49153 2.77333 0.1 -0.1 0.0
H -0.12967 3.53983 3.51417 0.0 -0.3 0.0
H 0.59277 1.59462 5.80164 0.1 0.0 0.0
H 1.96597 0.81540 4.99079 -0.2 0.0 -0.2
H 1.70551 2.55108 4.79859 0.0 0.0 0.0
H -1.28908 0.07309 2.99848 0.1 0.0 0.0
H -0.00583 -0.75881 3.89950 0.1 0.0 0.0
H -1.17979 0.26387 4.74895 0.1 -0.1 -0.2